Density functional theory data (wB97M-V/def2-TZVPD) for a single C4H3NO2 molecule.

Its HOMO energy is -10.50 eV. For the calculated total energy, the calculation gives -9779.565 eV. The HOMO-LUMO gap is 10.613 eV. As for the relative energy (zero: lowest compared OMol25 entry of this formula, charge and spin): 48.9 kcal/mol. The molar mass is 97.07 g/mol. The SMILES is O=Cc1ccon1.

The geometry in ORCA input format:
```
! wB97M-V def2-TZVPD RIJCOSX def2/J DEFGRID3
* xyz 0 1
O 0.758 -1.135 -2.256
C -0.247 -0.755 -1.706
C -0.259 -0.258 -0.306
C 0.794 0.388 0.396
C 0.213 0.704 1.575
O -1.058 0.268 1.600
N -1.356 -0.325 0.408
H -1.221 -0.709 -2.223
H 1.791 0.595 0.040
H 0.549 1.234 2.454
*
```

---

Density functional theory data (wB97M-V/def2-TZVPD) for a single C4H3NO2 molecule at a distorted geometry.

Its HOMO energy is -10.29 eV. For the calculated total energy, the calculation gives -9777.421 eV. The HOMO-LUMO gap is 8.447 eV. As for the relative energy (zero: lowest compared OMol25 entry of this formula, charge and spin): 98.4 kcal/mol. The molar mass is 97.07 g/mol.

The geometry in ORCA input format:
```
! wB97M-V def2-TZVPD RIJCOSX def2/J DEFGRID3
* xyz 0 1
C 1.349 0.517 0.088
C 2.076 1.504 -0.209
C -1.047 0.415 -0.019
C 0.286 -0.303 0.013
N 0.218 -1.655 0.132
O -0.971 1.794 0.086
O -2.123 -0.075 -0.188
H 0.999 -2.243 -0.077
H -0.544 -2.194 -0.333
H -0.243 2.240 0.507
*
```

---

Density functional theory data (wB97M-V/def2-TZVPD) for a single C4H3NO3 molecule at a distorted geometry.

Its HOMO energy is -11.23 eV. For the calculated total energy, the calculation gives -11826.214 eV. The HOMO-LUMO gap is 9.873 eV. As for the relative energy (zero: lowest compared OMol25 entry of this formula, charge and spin): 76.6 kcal/mol. The molar mass is 113.07 g/mol. The SMILES is N#CCOC(=O)C=O.

The geometry in ORCA input format:
```
! wB97M-V def2-TZVPD RIJCOSX def2/J DEFGRID3
* xyz 0 1
N -2.647 -1.481 -0.406
C -1.876 -0.681 -0.260
C -1.300 0.600 0.202
O 0.045 0.903 -0.309
C 0.931 0.034 0.387
O 0.434 -0.615 1.264
C 2.283 -0.080 -0.449
O 2.913 -1.188 -0.184
H -1.958 1.427 -0.148
H -1.361 0.554 1.173
H 2.535 0.527 -1.271
*
```

---

Density functional theory data (wB97M-V/def2-TZVPD) for a single C4H3NO3 molecule at a distorted geometry.

Its HOMO energy is -9.30 eV. For the calculated total energy, the calculation gives -11826.966 eV. The HOMO-LUMO gap is 10.194 eV. As for the relative energy (zero: lowest compared OMol25 entry of this formula, charge and spin): 59.2 kcal/mol. The molar mass is 113.07 g/mol. The SMILES is O=COc1cocn1.

The geometry in ORCA input format:
```
! wB97M-V def2-TZVPD RIJCOSX def2/J DEFGRID3
* xyz 0 1
O 2.175 -0.656 -0.078
C 2.129 0.187 -0.940
O 0.979 0.833 -1.043
C -0.110 0.386 -0.142
C -0.141 -0.456 1.030
O -1.485 -0.671 1.155
C -2.139 -0.047 0.195
N -1.340 0.508 -0.730
H 2.901 0.585 -1.682
H 0.280 -0.814 1.936
H -3.248 0.145 0.299
*
```

---

Density functional theory data (wB97M-V/def2-TZVPD) for a single C4H3NOS molecule at a distorted geometry.

Its HOMO energy (alpha / beta) is -9.58 / -9.59 eV. For the calculated total energy, the calculation gives -18565.904 eV. The HOMO-LUMO gap (alpha / beta) is 7.657 / 7.663 eV. As for the relative energy (zero: lowest compared OMol25 entry of this formula, charge and spin): 54.2 kcal/mol. The molar mass is 113.14 g/mol.

The geometry in ORCA input format:
```
! wB97M-V def2-TZVPD RIJCOSX def2/J DEFGRID3
* xyz 0 1
C 0.170 -1.039 -0.090
C -0.838 -0.136 0.020
C 0.866 1.290 0.022
C 1.508 0.095 -0.097
N -0.450 1.213 0.045
O 4.081 0.492 0.147
S 3.041 -0.527 0.058
H 0.197 -2.110 0.020
H -1.846 -0.227 0.088
H 1.173 2.321 0.067
*
```

---

Density functional theory data (wB97M-V/def2-TZVPD) for a single C4H3NOS2 molecule at a distorted geometry.

Its HOMO energy is -9.37 eV. For the calculated total energy, the calculation gives -29403.917 eV. The HOMO-LUMO gap is 7.506 eV. As for the relative energy (zero: lowest compared OMol25 entry of this formula, charge and spin): 9.5 kcal/mol. The molar mass is 145.21 g/mol. The SMILES is CC1=NC(=O)SC1=S.

The geometry in ORCA input format:
```
! wB97M-V def2-TZVPD RIJCOSX def2/J DEFGRID3
* xyz 0 1
C 0.558 0.198 -2.504
C 0.070 -0.150 -1.149
N -0.721 -1.117 -0.997
C -1.096 -1.377 0.369
O -1.625 -2.382 0.818
S -0.437 -0.067 1.484
C 0.436 0.631 0.178
S 1.455 1.938 0.242
H 0.243 1.304 -2.678
H 0.030 -0.327 -3.273
H 1.684 0.148 -2.585
*
```

---

Density functional theory data (wB97M-V/def2-TZVPD) for 2 unconnected molecules or ions with the total composition C4H3O2 at a distorted geometry.

Its HOMO energy is -3.51 eV. For the calculated total energy, the calculation gives -8288.879 eV. The HOMO-LUMO gap is 7.875 eV. As for the relative energy (zero: lowest compared OMol25 entry of this formula, charge and spin): 45.1 kcal/mol. The molar mass is 83.07 g/mol.

The geometry in ORCA input format:
```
! wB97M-V def2-TZVPD RIJCOSX def2/J DEFGRID3
* xyz -1 1
C -0.362 0.093 0.929
C -1.380 0.161 0.100
C -3.588 0.014 0.009
C 0.010 -0.055 -0.431
O -3.984 1.066 -0.399
O -3.833 -1.078 0.369
H 0.086 0.533 1.860
H 0.499 0.818 -0.864
H 0.425 -1.173 -0.780
*
```

---

Density functional theory data (wB97M-V/def2-TZVPD) for a single C4H3O2P molecule at a distorted geometry.

Its HOMO energy is -9.36 eV. For the calculated total energy, the calculation gives -17578.777 eV. The HOMO-LUMO gap is 8.533 eV. As for the relative energy (zero: lowest compared OMol25 entry of this formula, charge and spin): 22.1 kcal/mol. The molar mass is 114.04 g/mol. The SMILES is O=Pc1ccco1.

The geometry in ORCA input format:
```
! wB97M-V def2-TZVPD RIJCOSX def2/J DEFGRID3
* xyz 0 1
O -3.134 0.064 3.341
P -2.898 -0.952 2.325
C -1.560 -0.385 1.254
C -0.885 -0.866 0.173
C 0.172 -0.003 -0.170
C 0.157 1.035 0.723
O -0.790 0.974 1.616
H -1.152 -1.768 -0.343
H 0.867 -0.139 -0.973
H 0.805 1.890 0.762
*
```

---

Copy entry 4 word for word.
Density functional theory data (wB97M-V/def2-TZVPD) for a single C4H3NO3 molecule at a distorted geometry.

Its HOMO energy is -9.30 eV. For the calculated total energy, the calculation gives -11826.966 eV. The HOMO-LUMO gap is 10.194 eV. As for the relative energy (zero: lowest compared OMol25 entry of this formula, charge and spin): 59.2 kcal/mol. The molar mass is 113.07 g/mol. The SMILES is O=COc1cocn1.

The geometry in ORCA input format:
```
! wB97M-V def2-TZVPD RIJCOSX def2/J DEFGRID3
* xyz 0 1
O 2.175 -0.656 -0.078
C 2.129 0.187 -0.940
O 0.979 0.833 -1.043
C -0.110 0.386 -0.142
C -0.141 -0.456 1.030
O -1.485 -0.671 1.155
C -2.139 -0.047 0.195
N -1.340 0.508 -0.730
H 2.901 0.585 -1.682
H 0.280 -0.814 1.936
H -3.248 0.145 0.299
*
```

---

Copy entry 3 word for word.
Density functional theory data (wB97M-V/def2-TZVPD) for a single C4H3NO3 molecule at a distorted geometry.

Its HOMO energy is -11.23 eV. For the calculated total energy, the calculation gives -11826.214 eV. The HOMO-LUMO gap is 9.873 eV. As for the relative energy (zero: lowest compared OMol25 entry of this formula, charge and spin): 76.6 kcal/mol. The molar mass is 113.07 g/mol. The SMILES is N#CCOC(=O)C=O.

The geometry in ORCA input format:
```
! wB97M-V def2-TZVPD RIJCOSX def2/J DEFGRID3
* xyz 0 1
N -2.647 -1.481 -0.406
C -1.876 -0.681 -0.260
C -1.300 0.600 0.202
O 0.045 0.903 -0.309
C 0.931 0.034 0.387
O 0.434 -0.615 1.264
C 2.283 -0.080 -0.449
O 2.913 -1.188 -0.184
H -1.958 1.427 -0.148
H -1.361 0.554 1.173
H 2.535 0.527 -1.271
*
```